[1]
# C4H8FN

An isolated molecule of C4H8FN (ωB97M-V/def2-TZVPD, OMol25).

```
14
Properties=species:S:1:pos:R:3:forces:R:3:lowdin_charge:R:1
C -1.3284 -1.2090 1.0586 -0.1 -0.1 -0.6 -0.05
C -0.3555 -0.4357 0.1375 1.5 -0.2 -0.6 -0.23
C -0.2712 1.0464 0.0931 -0.9 0.9 2.1 -0.36
C 0.9318 1.9182 0.0497 1.7 -0.8 -2.6 -0.05
N -0.8827 0.3844 -1.0079 0.1 -0.7 -0.8 0.01
F -2.2855 0.4903 -0.9090 -0.3 0.2 0.1 -0.08
H -0.9237 -2.0050 1.7574 0.0 0.6 -1.6 0.09
H -2.1431 -1.5501 0.3516 0.8 -0.2 1.2 0.09
H -1.7669 -0.5355 1.7872 -0.3 0.4 -0.2 0.06
H 0.5904 -0.8643 -0.3076 -1.2 -0.3 1.0 0.15
H -0.9913 1.5274 0.7581 -0.3 -0.4 -0.1 0.15
H 1.6240 1.6216 0.8198 0.3 0.1 0.3 0.08
H 0.7154 2.9461 0.0994 -0.7 1.3 0.7 0.05
H 1.4890 1.9222 -0.9394 -0.5 -0.7 1.0 0.10
```
Forces are in eV/Å.

The calculation puts the largest force on an atom at 3.154 eV/A. The molecular weight is 89.11 g/mol. Its energy above the lowest of the compared OMol25 structures with the same formula, charge and spin is 301.40 kJ/mol. The value obtained for the total energy is -311.70459 Eh. The value obtained for the lowest unoccupied orbital energy is 1.11 eV. Its net charge is 0. The calculation puts the orbital gap at 10.78 eV.

[2]
# C4H8FN2

A cluster of 2 separate species, C4H8FN2 in total (ωB97M-V/def2-TZVPD, OMol25).

```
15
Properties=species:S:1:pos:R:3:forces:R:3:lowdin_charge:R:1
C -0.6824 -0.5273 0.8658 0.2 -1.2 -0.2 -0.43
C 0.0985 -0.3337 -0.4154 -0.3 0.5 -0.1 -0.47
F 0.0733 -1.2961 1.8388 -0.4 0.7 -0.5 -0.08
H -0.7101 0.3778 -1.1345 0.4 -0.7 0.0 -0.11
H -1.5632 -1.1551 0.6620 0.2 0.2 0.0 0.14
N -1.0901 0.6800 1.4950 -0.4 1.1 -0.3 0.05
H -1.5129 1.2672 0.7362 0.3 -0.6 0.7 0.06
H -0.2619 1.1897 1.7950 0.0 -0.1 -0.1 0.06
C 1.3487 0.5327 -0.2792 0.0 0.1 0.0 -0.10
H 1.0347 1.5782 -0.1254 0.2 -0.3 0.0 0.05
H 2.0028 0.2167 0.5487 -0.1 0.1 -0.2 0.07
H 1.9304 0.5036 -1.2106 -0.2 0.0 0.2 0.07
C 0.3529 -1.5826 -1.0929 0.0 -0.7 -0.6 -0.26
N 0.5165 -2.5619 -1.6962 -0.1 0.8 0.5 0.10
H -1.5371 1.1107 -1.9872 0.2 0.0 0.5 -0.15
```
Forces are in eV/Å.

The calculation puts the largest force on an atom at 1.263 eV/A. The molecular weight is 103.12 g/mol. Its energy above the lowest of the compared OMol25 structures with the same formula, charge and spin is 180.71 kJ/mol. The value obtained for the total energy is -366.54034 Eh. The value obtained for the lowest unoccupied orbital energy is 4.00 eV. Its net charge is -1. The calculation puts the orbital gap at 6.54 eV.

[3]
# C4H8FN4

The ion C4H8FN4 with charge +1 (ωB97M-V/def2-TZVPD, OMol25).

```
17
Properties=species:S:1:pos:R:3:forces:R:3:lowdin_charge:R:1
C -0.2958 -1.5425 0.2612 3.0 -2.4 0.1 -0.21
C -1.3845 0.5252 0.0443 -3.2 -8.2 -0.6 -0.48
C 1.0322 -1.0255 0.7822 -0.7 0.2 0.2 -0.08
C 1.5548 0.1286 0.0062 0.8 -0.6 -0.5 -0.37
N -1.3084 -0.8704 -0.0540 -3.4 5.0 0.0 0.07
N -0.3182 1.2352 0.0731 4.6 3.4 0.4 0.27
N -2.6401 0.9692 0.0582 -1.0 1.7 -0.1 0.27
N 1.8175 0.0509 -1.2813 0.0 0.5 0.5 0.26
F 2.2157 1.0495 0.6619 -0.3 -0.1 -0.3 0.17
H -0.3970 -2.6179 0.1701 0.2 0.0 0.0 0.11
H 0.9130 -0.7164 1.8257 0.3 0.1 0.0 0.14
H 1.7649 -1.8372 0.7462 0.1 0.2 0.0 0.14
H -0.3634 2.2393 0.1540 -0.3 0.4 0.1 0.12
H -3.3930 0.3019 0.0023 0.0 -0.2 0.0 0.14
H -2.8630 1.9474 0.1525 -0.1 0.1 -0.1 0.14
H 2.2592 0.8341 -1.7476 0.0 -0.1 0.0 0.15
H 1.4062 -0.6713 -1.8550 -0.1 -0.1 0.2 0.15
```
Forces are in eV/Å.

The calculation puts the largest force on an atom at 8.777 eV/A. The expectation value of S² is 2.03. The spin multiplicity is 3. The molecular weight is 131.13 g/mol. Its energy above the lowest of the compared OMol25 structures with the same formula, charge and spin is 0.00 kJ/mol. The value obtained for the total energy is -475.70914 Eh. The value obtained for the lowest unoccupied orbital energy (alpha / beta) is -3.47 / -7.52 eV. Its net charge is +1. The calculation puts the orbital gap (alpha / beta) at 6.17 / 6.04 eV.

[4]
# C4H8FNO

An isolated molecule of C4H8FNO (ωB97M-V/def2-TZVPD, OMol25).

```
15
Properties=species:S:1:pos:R:3:forces:R:3:lowdin_charge:R:1
C 1.2413 -1.0794 1.2349 -0.3 -2.3 -2.5 -0.08
N 0.3402 -1.1838 0.0033 1.5 -1.2 1.4 -0.09
C -0.6345 -0.1839 0.0414 1.0 -0.9 1.8 -0.34
C -0.2595 1.1992 -0.4112 1.5 1.7 -1.3 -0.26
O -0.9447 2.4098 -0.1046 -0.9 -1.9 5.8 -0.10
C -0.9674 0.1560 -1.2489 -0.7 2.4 -3.6 -0.26
F -0.2146 -0.5162 -2.1527 0.1 0.1 -2.3 0.01
H 0.7872 -1.6176 2.1793 0.7 1.7 -1.8 0.11
H 1.4708 0.0070 1.2092 0.5 -0.8 1.3 0.07
H 2.0624 -1.7671 0.8391 -0.3 1.3 1.3 0.09
H 0.7976 -1.2532 -0.9736 -0.6 0.1 3.0 0.15
H -1.4616 -0.3094 0.6583 -1.1 -0.2 1.7 0.14
H 0.8099 1.4799 -0.6849 -1.3 -1.1 0.4 0.17
H -1.0903 2.2888 1.0532 0.5 1.0 -5.3 0.23
H -1.9369 0.3697 -1.6430 -0.6 0.0 0.1 0.16
```
Forces are in eV/Å.

The calculation puts the largest force on an atom at 6.178 eV/A. The molecular weight is 105.11 g/mol. Its energy above the lowest of the compared OMol25 structures with the same formula, charge and spin is 368.42 kJ/mol. The value obtained for the total energy is -386.92205 Eh. The value obtained for the lowest unoccupied orbital energy is 0.66 eV. Its net charge is 0. The calculation puts the orbital gap at 9.30 eV.

[5]
# C4H8FNO

An isolated molecule of C4H8FNO (ωB97M-V/def2-TZVPD, OMol25).

```
15
Properties=species:S:1:pos:R:3:forces:R:3:lowdin_charge:R:1
C 2.4844 0.5096 0.1729 -0.5 0.8 0.8 -0.09
O 1.9726 -0.7218 -0.2540 0.5 -0.1 -0.6 -0.10
C 0.6629 -0.9060 -0.1304 -1.8 -0.6 -0.6 -0.12
C -0.3665 -0.0433 0.0597 3.6 -0.5 -1.5 -0.31
F -0.2643 1.2918 -0.1321 0.3 0.5 0.5 0.05
C -1.6322 -0.4799 0.4809 -2.3 -1.9 1.0 -0.28
N -2.7867 0.0260 -0.2042 -0.9 -1.9 -1.2 0.02
H 2.1117 0.7325 1.1888 0.2 -0.1 -0.2 0.11
H 2.1890 1.3428 -0.4637 0.0 -0.1 -0.2 0.09
H 3.5509 0.4179 0.1948 0.6 0.0 0.0 0.08
H 0.3767 -1.9579 -0.3871 0.3 0.9 0.9 0.15
H -1.6052 -1.5997 0.4712 -0.3 0.9 0.2 0.14
H -1.7805 -0.1550 1.5098 0.1 -0.2 0.4 0.13
H -2.7508 0.9974 -0.1797 -0.2 2.0 -0.2 0.04
H -2.8795 -0.2949 -1.1815 0.3 0.3 0.8 0.09
```
Forces are in eV/Å.

The calculation puts the largest force on an atom at 3.959 eV/A. The molecular weight is 105.11 g/mol. Its energy above the lowest of the compared OMol25 structures with the same formula, charge and spin is 149.68 kJ/mol. The value obtained for the total energy is -387.00536 Eh. The value obtained for the lowest unoccupied orbital energy is 0.89 eV. Its net charge is 0. The calculation puts the orbital gap at 9.35 eV.

[6]
# C4H8FNO

An isolated molecule of C4H8FNO (ωB97M-V/def2-TZVPD, OMol25).

```
15
Properties=species:S:1:pos:R:3:forces:R:3:lowdin_charge:R:1
C -1.5429 -1.8734 0.3923 0.0 0.0 0.2 -0.02
C -1.6136 0.3915 0.1991 1.1 0.4 0.4 -0.17
C -0.3958 0.5082 1.1590 -0.7 1.0 -0.4 -0.26
C 1.5516 0.5731 -0.3013 0.1 -0.3 -0.1 -0.11
N 0.6996 1.2226 0.6636 -0.4 0.0 0.5 -0.04
O -2.3185 -0.7751 0.4517 -0.5 -0.6 0.0 -0.14
F -0.7827 1.0550 2.3594 0.2 -0.3 -0.3 0.02
H -0.6354 -1.8624 -0.1828 0.1 0.1 -0.2 0.05
H -2.0348 -2.7871 0.6576 -0.1 -0.2 0.1 0.06
H -2.3138 1.2232 0.3348 0.2 0.0 0.0 0.13
H -1.2082 0.4042 -0.8182 -0.1 0.0 -0.1 0.11
H 2.0360 -0.3249 0.1031 0.0 0.1 -0.1 0.09
H 0.9539 0.2778 -1.1646 0.1 0.0 -0.1 0.07
H 2.3178 1.2696 -0.6359 0.0 0.0 0.0 0.08
H 1.1898 1.7380 1.3831 -0.1 -0.1 0.0 0.13
```
Forces are in eV/Å.

The calculation puts the largest force on an atom at 1.248 eV/A. The molecular weight is 105.11 g/mol. Its energy above the lowest of the compared OMol25 structures with the same formula, charge and spin is 359.09 kJ/mol. The value obtained for the total energy is -386.92560 Eh. The value obtained for the lowest unoccupied orbital energy (alpha / beta) is 0.44 / 0.87 eV. Its net charge is 0. The calculation puts the orbital gap (alpha / beta) at 7.69 / 8.27 eV.

Question: The lowest net charge belongs to which entry?
Answer: C4H8FN2

Repeat the third record exactly.
# C4H8FN4

The ion C4H8FN4 with charge +1 (ωB97M-V/def2-TZVPD, OMol25).

```
17
Properties=species:S:1:pos:R:3:forces:R:3:lowdin_charge:R:1
C -0.2958 -1.5425 0.2612 3.0 -2.4 0.1 -0.21
C -1.3845 0.5252 0.0443 -3.2 -8.2 -0.6 -0.48
C 1.0322 -1.0255 0.7822 -0.7 0.2 0.2 -0.08
C 1.5548 0.1286 0.0062 0.8 -0.6 -0.5 -0.37
N -1.3084 -0.8704 -0.0540 -3.4 5.0 0.0 0.07
N -0.3182 1.2352 0.0731 4.6 3.4 0.4 0.27
N -2.6401 0.9692 0.0582 -1.0 1.7 -0.1 0.27
N 1.8175 0.0509 -1.2813 0.0 0.5 0.5 0.26
F 2.2157 1.0495 0.6619 -0.3 -0.1 -0.3 0.17
H -0.3970 -2.6179 0.1701 0.2 0.0 0.0 0.11
H 0.9130 -0.7164 1.8257 0.3 0.1 0.0 0.14
H 1.7649 -1.8372 0.7462 0.1 0.2 0.0 0.14
H -0.3634 2.2393 0.1540 -0.3 0.4 0.1 0.12
H -3.3930 0.3019 0.0023 0.0 -0.2 0.0 0.14
H -2.8630 1.9474 0.1525 -0.1 0.1 -0.1 0.14
H 2.2592 0.8341 -1.7476 0.0 -0.1 0.0 0.15
H 1.4062 -0.6713 -1.8550 -0.1 -0.1 0.2 0.15
```
Forces are in eV/Å.

The calculation puts the largest force on an atom at 8.777 eV/A. The expectation value of S² is 2.03. The spin multiplicity is 3. The molecular weight is 131.13 g/mol. Its energy above the lowest of the compared OMol25 structures with the same formula, charge and spin is 0.00 kJ/mol. The value obtained for the total energy is -475.70914 Eh. The value obtained for the lowest unoccupied orbital energy (alpha / beta) is -3.47 / -7.52 eV. Its net charge is +1. The calculation puts the orbital gap (alpha / beta) at 6.17 / 6.04 eV.

Question: Which value of net charge does entry 2 give?
Answer: -1

Copy entry 5 word for word.
# C4H8FNO

An isolated molecule of C4H8FNO (ωB97M-V/def2-TZVPD, OMol25).

```
15
Properties=species:S:1:pos:R:3:forces:R:3:lowdin_charge:R:1
C 2.4844 0.5096 0.1729 -0.5 0.8 0.8 -0.09
O 1.9726 -0.7218 -0.2540 0.5 -0.1 -0.6 -0.10
C 0.6629 -0.9060 -0.1304 -1.8 -0.6 -0.6 -0.12
C -0.3665 -0.0433 0.0597 3.6 -0.5 -1.5 -0.31
F -0.2643 1.2918 -0.1321 0.3 0.5 0.5 0.05
C -1.6322 -0.4799 0.4809 -2.3 -1.9 1.0 -0.28
N -2.7867 0.0260 -0.2042 -0.9 -1.9 -1.2 0.02
H 2.1117 0.7325 1.1888 0.2 -0.1 -0.2 0.11
H 2.1890 1.3428 -0.4637 0.0 -0.1 -0.2 0.09
H 3.5509 0.4179 0.1948 0.6 0.0 0.0 0.08
H 0.3767 -1.9579 -0.3871 0.3 0.9 0.9 0.15
H -1.6052 -1.5997 0.4712 -0.3 0.9 0.2 0.14
H -1.7805 -0.1550 1.5098 0.1 -0.2 0.4 0.13
H -2.7508 0.9974 -0.1797 -0.2 2.0 -0.2 0.04
H -2.8795 -0.2949 -1.1815 0.3 0.3 0.8 0.09
```
Forces are in eV/Å.

The calculation puts the largest force on an atom at 3.959 eV/A. The molecular weight is 105.11 g/mol. Its energy above the lowest of the compared OMol25 structures with the same formula, charge and spin is 149.68 kJ/mol. The value obtained for the total energy is -387.00536 Eh. The value obtained for the lowest unoccupied orbital energy is 0.89 eV. Its net charge is 0. The calculation puts the orbital gap at 9.35 eV.